Formula: C4H5O3S
Source: the Open Molecules 2025 dataset
Level of theory: the ωB97M-V functional and the def2-TZVPD basis

Bonds (Å) are listed after each position.
Atoms and positions in Å:
1 C 0.088 -0.113 0.425  C2 1.464, C3 1.575, H9 1.053
2 C 1.067 -1.120 0.010  C1 1.464, C4 1.417, H10 1.115
3 C 1.132 0.928 -0.129  C1 1.575, C4 1.570, H11 1.043, H12 1.032
4 C 2.156 -0.254 -0.261  C2 1.417, C3 1.570, H13 1.092
5 O -2.617 0.801 1.263  S8 1.445
6 O -2.805 0.763 -1.192  S8 1.441
7 O -2.829 -1.341 0.006  S8 1.460
8 S -2.461 0.072 0.025  O5 1.445, O6 1.441, O7 1.460
9 H -0.361 -0.161 1.376  C1 1.053
10 H 1.149 -2.229 -0.074  C2 1.115
11 H 0.948 1.392 -1.044  C3 1.043
12 H 1.484 1.697 0.462  C3 1.032
13 H 3.047 -0.434 -0.866  C4 1.092

Results
orbital gap (alpha / beta)	7.30 / 7.30	eV
strongest force on any atom	0.087	Eh/bohr
net charge	-1
HOMO level (alpha / beta)	-3.48 / -3.47	eV
ΔE to the lowest compared entry with this formula, charge and spin	95.5	kcal per mole
total energy	-779.24071	Ha
molar mass	133.15	g mol⁻¹

Listed below, in e, are the Löwdin charges computed for each atom: -0.169, -0.155, -0.200, -0.088, -0.391, -0.382, -0.398, 0.495, 0.033, 0.084, 0.066, 0.049, 0.055